{"formula": "C3H7N3O", "method": "wB97M-V/def2-TZVPD", "smiles": "C/C(=N/N)NC=O", "total_energy_ev": -9739.035, "relative_energy_kcal_mol": 92.20, "homo_energy_ev": -9.3770, "spin_multiplicity": 1, "lumo_energy_ev": 0.6, "homo_lumo_gap_ev": 10.003, "elements": ["C", "C", "C", "H", "H", "H", "H", "H", "H", "H", "N", "N", "N", "O"], "positions_angstrom": [[-0.7479, 2.0314, 0.1692], [-0.7785, 0.4811, -0.1015], [1.7415, 0.1171, -0.0956], [0.1429, 2.3336, -0.6554], [-1.7112, 2.4605, -0.2340], [-0.0955, 2.1674, 1.1068], [0.1754, -1.0951, -0.4733], [1.8915, 1.2261, -0.0372], [-1.3155, -1.4592, 1.2551], [-2.4498, -2.0136, -0.0443], [0.4394, -0.1955, -0.1683], [-1.7649, -0.2115, -0.1149], [-1.4524, -1.6466, 0.0496], [2.6897, -0.6278, 0.1106]]}